Entry 1:
Formula: C93H198F9N13O18
Source: the OMol25 dataset
Level of theory: wB97M-V/def2-TZVPD

Summary:
Net charge: +2
HOMO energy in eV: -9.90
HOMO-LUMO gap in Eh: 0.2736

Positions of all 331 atoms, in Å:
F  -4.711  4.295  6.231
F  -3.387  3.746  4.466
F  1.796  -3.028  2.357
F  -4.219  -3.373  -6.600
F  -2.159  -3.785  -7.122
F  3.278  -2.058  3.620
F  3.415  -4.188  3.433
F  -3.114  -4.762  -5.323
F  -3.358  2.505  6.312
O  -1.582  -3.830  6.766
O  1.107  5.268  -4.858
O  -4.625  1.552  3.851
O  -0.956  -1.665  -0.693
O  -6.120  1.858  5.757
O  3.904  3.134  1.671
O  -2.336  -1.183  -5.692
O  -1.251  -2.868  -4.614
O  3.567  -1.968  0.544
O  -3.578  -2.861  6.798
O  -2.010  -1.926  5.664
O  -2.530  -2.740  0.420
O  5.307  -2.569  2.015
O  2.248  4.505  1.436
O  0.183  3.585  -5.789
O  3.867  4.494  -0.036
O  2.056  3.350  -4.714
O  -3.056  -1.920  -1.514
N  3.094  7.370  -2.268
N  7.795  -3.611  4.203
N  1.151  4.068  -5.140
N  -2.182  -2.057  -0.552
N  -3.956  2.524  -5.689
N  -6.232  -2.448  -1.502
N  -2.240  -5.447  3.733
N  3.344  4.066  1.030
N  -2.384  -2.923  6.414
N  1.128  -1.366  -6.789
N  -5.718  -0.003  8.745
N  -0.325  1.126  2.388
N  5.670  1.382  -1.442
C  -4.765  6.943  -8.003
C  0.514  0.532  -5.326
C  -4.960  0.387  -4.897
C  -0.615  6.897  -1.491
C  -5.919  -4.229  -3.082
C  -4.356  1.251  0.371
C  -7.727  -2.577  -1.241
C  -5.999  -2.710  -2.990
C  -3.591  -4.851  3.728
C  -2.426  -2.359  -5.120
C  -5.988  -0.968  9.889
C  6.225  -0.555  -7.548
C  4.804  1.930  -3.620
C  -2.061  -6.461  2.606
C  0.000  1.907  -0.100
C  -0.695  -0.053  3.195
C  -4.184  3.256  5.475
C  -1.557  6.008  -0.675
C  -5.838  -0.764  0.424
C  7.738  -5.650  2.981
C  3.728  7.494  -0.830
C  0.069  -3.838  -2.874
C  -1.288  2.306  2.670
C  -1.345  -3.602  -3.409
C  -1.941  -6.056  5.065
C  -4.187  0.309  4.466
C  -3.158  0.080  9.316
C  -0.077  1.349  -1.575
C  8.695  0.114  4.226
C  1.036  1.533  2.864
C  2.877  -2.566  -0.571
C  0.849  6.507  -1.495
C  -5.177  -4.656  -1.786
C  3.443  6.004  -2.869
C  8.812  3.188  -1.505
C  5.836  0.819  -3.848
C  4.123  7.607  -4.448
C  3.163  -3.047  2.728
C  -7.531  -1.120  9.850
C  -3.967  1.015  -5.839
C  -4.279  4.692  -6.918
C  -4.222  3.175  -7.035
C  6.356  2.697  -1.174
C  -6.676  -0.451  7.702
C  -5.116  1.479  -3.776
C  -1.503  0.940  -2.033
C  -0.236  0.785  0.944
C  -0.415  -5.943  5.217
C  8.774  4.728  -1.153
C  4.592  6.286  -3.821
C  2.793  -1.439  -1.610
C  -0.157  0.186  4.604
C  -5.029  2.778  -4.605
C  -5.706  0.729  0.822
C  -1.057  -4.459  3.561
C  5.412  0.736  -0.118
C  -6.136  1.397  9.182
C  -0.059  0.741  -6.735
C  -2.241  -6.908  0.128
C  8.937  -1.341  4.327
C  -2.659  3.061  -5.250
C  8.732  -4.152  5.222
C  1.024  -2.809  -6.788
C  4.761  -0.706  -8.117
C  4.354  1.658  -2.162
C  -5.407  2.437  4.849
C  4.158  -2.932  1.540
C  0.113  -5.160  4.088
C  7.750  2.427  -0.652
C  -2.968  -3.549  -6.075
C  6.432  0.582  -2.443
C  -0.048  -0.630  -7.361
C  7.974  0.608  2.968
C  -7.971  -0.576  8.482
C  -1.780  0.114  8.667
C  -2.800  -6.105  1.264
C  7.606  -2.056  4.423
C  8.118  -4.170  2.794
C  -5.849  -1.024  -1.071
C  -4.241  0.018  8.278
C  -4.833  5.363  -8.170
C  0.950  1.298  4.357
C  3.646  -1.060  -7.115
C  6.375  -5.513  3.613
C  -4.421  -0.886  3.578
C  -5.466  -3.564  -0.754
C  3.726  8.328  -3.145
C  1.150  -0.883  -5.270
C  -0.595  0.301  9.742
C  -2.589  -8.383  0.084
C  2.326  -0.873  -7.671
C  1.654  7.613  -2.199
C  6.385  -4.189  4.377
H  -0.922  7.053  -2.508
H  -3.955  -1.723  4.088
H  -0.721  -0.476  10.512
H  7.952  0.432  5.018
H  -3.859  -0.765  2.538
H  -1.256  2.316  3.775
H  5.433  -0.155  -4.099
H  4.748  7.198  -0.900
H  0.609  -5.816  3.382
H  3.951  1.957  -4.290
H  1.195  7.680  -3.159
H  2.454  5.662  -3.271
H  -5.044  -2.270  -3.274
H  0.071  -4.587  -2.091
H  -1.586  0.279  -2.883
H  0.323  0.271  9.253
H  7.303  -3.698  2.193
H  -5.057  -1.386  0.914
H  -3.542  -4.195  4.575
H  -1.629  -0.710  7.995
H  -1.096  1.086  -6.655
H  0.494  0.509  -1.729
H  -5.502  -1.005  3.486
H  0.453  -1.523  -4.780
H  -5.057  7.445  -8.875
H  -6.784  -2.221  -3.566
H  -0.781  3.160  2.202
H  -4.882  -0.894  -1.428
H  6.830  -1.762  3.738
H  -3.165  -2.280  -4.288
H  0.504  -0.006  0.895
H  3.869  -0.367  -6.373
H  0.458  -2.842  -2.454
H  -6.303  -1.403  7.359
H  -0.236  -5.416  6.175
H  -0.777  7.940  -1.114
H  6.248  0.040  -6.575
H  -2.578  -6.399  -0.784
H  -2.559  6.388  -0.804
H  -1.790  -0.171  3.172
H  -2.462  -5.517  5.849
H  -0.212  0.554  -4.505
H  3.328  -3.493  -0.883
H  -3.870  -6.225  1.463
H  6.310  -0.499  -2.118
H  3.808  -1.175  -1.922
H  -3.616  0.767  0.934
H  -4.211  2.309  0.470
H  0.343  2.104  -2.214
H  -8.232  -1.886  -1.893
H  -2.027  0.333  -1.265
H  8.599  3.027  -2.566
H  -4.147  0.995  -0.722
H  5.653  3.182  -0.495
H  5.618  -3.580  3.880
H  3.673  0.832  -2.125
H  8.464  -6.243  3.557
H  -5.565  -0.630  10.854
H  7.757  2.745  0.363
H  0.974  5.533  -2.023
H  -4.095  0.773  -6.879
H  -1.908  3.018  -5.971
H  -1.955  -4.485  -3.605
H  -6.475  -0.335  -1.735
H  -4.786  0.056  5.332
H  -2.296  -9.003  0.920
H  6.257  -4.302  5.460
H  -5.922  3.071  -5.141
H  -8.637  -1.251  7.916
H  -2.288  -7.085  5.099
H  -4.126  -0.869  7.711
H  9.101  4.761  -0.122
H  4.359  0.782  0.103
H  -2.295  2.002  2.345
H  -5.515  -1.918  9.610
H  2.124  -0.926  -4.833
H  9.459  -1.648  3.409
H  9.201  -4.088  2.564
H  6.687  1.055  -4.543
H  -4.677  3.678  -4.069
H  3.001  9.127  -3.341
H  3.793  -2.037  -6.604
H  -0.881  0.472  5.321
H  4.034  -3.908  0.999
H  -4.535  -0.579  -4.681
H  -7.973  -2.418  -0.239
H  -0.883  2.623  -0.093
H  1.991  -3.323  -6.728
H  -3.155  0.420  4.754
H  7.611  1.647  2.979
H  5.665  -5.415  2.793
H  -1.795  0.929  7.895
H  -1.058  -4.251  2.474
H  6.812  -0.052  -8.296
H  -1.220  0.427  0.651
H  -2.423  -7.457  2.892
H  -2.963  0.651  -5.589
H  -5.388  7.243  -7.147
H  -3.213  5.101  -6.882
H  5.757  -0.264  -0.134
H  -5.953  2.051  8.334
H  -5.928  3.155  4.138
H  8.417  -3.830  6.151
H  0.698  -4.197  -3.641
H  -2.064  -8.823  -0.790
H  3.307  7.506  -5.096
H  2.225  -0.595  -1.312
H  0.011  -6.936  5.220
H  -5.880  5.183  -8.253
H  -0.956  -6.496  2.458
H  -6.777  -1.034  0.963
H  7.529  0.814  -2.364
H  -7.943  -3.615  -1.480
H  8.803  0.575  2.247
H  4.504  0.287  -8.625
H  -2.826  4.088  -4.998
H  5.205  2.904  -3.674
H  2.191  -1.392  -8.608
H  -4.659  -3.115  -0.169
H  -5.042  2.654  -7.454
H  -7.895  -2.109  10.041
H  0.464  1.529  -7.264
H  9.738  -3.838  4.983
H  -5.907  0.893  1.900
H  -2.491  -5.110  1.104
H  1.900  1.050  4.842
H  0.958  2.376  0.086
H  -6.908  -4.722  -3.173
H  -5.473  1.637  10.004
H  0.816  -4.376  4.409
H  -8.435  0.391  8.455
H  9.859  2.848  -1.313
H  0.628  2.224  4.779
H  -0.293  -0.952  2.745
H  3.154  6.836  -0.174
H  -6.176  -3.908  0.065
H  1.403  2.518  2.499
H  -5.538  -5.636  -1.476
H  5.915  1.335  0.634
H  5.581  6.298  -3.388
H  -4.300  -5.658  3.880
H  -5.949  0.065  -5.329
H  7.154  -0.062  2.700
H  -5.353  -4.455  -4.010
H  -7.155  1.446  9.539
H  0.625  -3.097  -7.806
H  -6.090  1.562  -3.259
H  7.207  -2.105  5.437
H  -4.302  5.011  -9.049
H  -3.701  7.126  -7.861
H  -0.819  1.254  10.208
H  3.974  2.509  -1.558
H  -4.911  5.052  -6.066
H  9.529  5.170  -1.838
H  6.643  -1.539  -7.405
H  1.809  -2.771  -0.317
H  -0.086  -0.741  -8.456
H  9.627  -1.591  5.148
H  1.247  1.278  -5.069
H  1.222  6.294  -0.425
H  3.686  8.544  -0.541
H  7.734  -6.043  1.991
H  2.319  -1.901  -2.500
H  9.573  0.706  4.507
H  -1.999  -3.050  -2.756
H  -0.937  -1.184  -7.027
H  -4.353  1.483  -2.971
H  6.405  3.185  -2.121
H  -1.200  5.926  0.316
H  -2.332  2.576  -4.287
H  -3.288  0.983  9.853
H  -4.140  -4.846  -2.080
H  -4.168  0.795  7.544
H  7.919  1.381  -0.540
H  3.619  5.303  -2.038
H  1.491  8.531  -1.659
H  8.670  -5.202  5.212
H  1.713  0.734  2.505
H  -1.122  -6.778  0.093
H  6.107  -6.395  4.153
H  4.873  -1.365  -8.998
H  4.583  8.760  -2.690
H  0.385  -0.661  5.040
H  0.370  -3.196  -6.025
H  -6.621  0.335  6.947
H  2.048  0.178  -7.799
H  -7.978  -0.589  10.712
H  4.918  8.169  -4.917
H  -1.598  5.033  -1.211
H  7.845  5.292  -1.377
H  -3.214  -0.678  10.158
H  -3.378  2.950  -7.664
H  -1.428  -3.581  4.120
H  -6.614  1.190  0.265
H  -2.193  1.889  -2.089
H  -3.716  -4.369  2.744
H  4.662  5.444  -4.500
H  -3.639  -8.480  -0.069

Entry 2:
Formula: C28H24AsFN7O10SV
Source: the OMol25 dataset
Level of theory: wB97M-V/def2-TZVPD

Summary:
Energy relative to the best compared isomer or geometry (same formula, charge and spin) in kJ/mol: 110.3
Spin multiplicity: 2
Net charge: -1
HOMO energy (spin up / spin down) in eV: -4.26 / -4.24
HOMO-LUMO gap (spin up / spin down) in Eh: 0.2388 / 0.2327

Positions of all 73 atoms, in Å:
As  -2.709  1.567  0.071
V  0.211  0.955  -0.863
S  -3.887  -1.028  -0.190
F  -0.085  -5.468  0.091
O  0.177  -1.156  -1.097
O  -4.889  -2.023  -0.463
O  -1.676  2.900  0.943
O  -3.897  2.840  -0.172
O  2.251  -6.534  -1.074
O  2.151  -3.328  -4.284
O  -2.518  -1.413  -0.450
O  -4.222  0.319  -0.765
O  -1.796  1.306  -1.262
O  0.319  0.215  -2.816
N  2.800  1.939  -1.105
N  -0.244  1.900  5.129
N  2.087  0.859  -0.781
N  2.122  -4.930  -2.677
N  0.667  2.760  -1.413
N  -0.018  1.249  0.970
N  0.419  -3.360  -2.780
C  -0.341  2.593  1.409
C  3.830  -0.570  -1.704
C  -0.210  2.792  2.887
C  -0.232  1.744  3.736
C  3.540  -2.330  0.419
C  2.577  4.220  -1.778
C  2.749  -1.197  0.352
C  4.479  -2.591  -0.572
C  1.609  -3.822  -3.315
C  -4.484  -1.226  2.588
C  -0.105  -3.898  -1.628
C  2.026  2.971  -1.413
C  1.663  -5.573  -1.527
C  -3.900  0.641  4.000
C  -0.171  0.242  1.864
C  2.884  -0.308  -0.713
C  -0.125  -2.105  -3.289
C  0.140  -0.926  -2.330
C  -3.295  0.671  1.701
C  -4.465  -0.617  3.837
C  0.462  -4.951  -1.021
C  -0.133  3.740  -1.896
C  0.353  4.951  -2.303
C  -3.312  1.301  2.929
C  1.739  5.207  -2.213
C  4.619  -1.706  -1.631
C  -3.903  -0.562  1.528
C  -0.284  0.409  3.204
H  2.040  -0.970  1.135
H  2.133  6.177  -2.490
H  -1.189  3.512  -1.930
H  5.349  -1.902  -2.408
H  0.327  3.295  0.905
H  -0.184  -0.755  1.431
H  -0.390  -0.441  3.864
H  -3.914  1.121  4.970
H  3.648  4.345  -1.709
H  0.075  2.807  5.429
H  -3.413  3.648  0.059
H  -1.205  -2.204  -3.407
H  -0.326  5.698  -2.688
H  3.916  0.125  -2.528
H  3.430  -3.011  1.255
H  0.339  -1.881  -4.241
H  0.207  1.153  5.632
H  5.092  -3.482  -0.510
H  -2.868  2.280  3.044
H  2.987  -5.273  -3.063
H  -0.163  3.817  3.239
H  -0.995  -3.427  -1.230
H  -4.909  -1.122  4.686
H  -4.962  -2.182  2.421

Entry 3:
Formula: C20H40BNO5
Source: the OMol25 dataset
Level of theory: wB97M-V/def2-TZVPD

Summary:
HOMO energy in eV: -9.20
HOMO-LUMO gap in Eh: 0.3538

Positions of all 67 atoms, in Å:
O  3.089  2.410  -3.253
O  -2.440  2.189  -3.023
O  1.734  -1.409  6.578
O  0.393  -1.022  4.888
O  0.948  -0.536  1.394
N  -0.410  2.703  -2.079
C  4.142  -1.762  6.827
C  -0.801  0.404  -2.593
C  -5.186  -1.194  -3.864
C  -1.350  -0.449  -3.747
C  -4.139  -0.087  -1.892
C  -0.806  -1.741  -1.089
C  0.913  2.039  -2.107
C  -0.859  -0.210  -1.167
C  1.299  -1.676  5.329
C  2.365  4.351  -1.725
C  0.676  0.755  -2.904
C  -0.217  -2.276  0.237
C  0.872  0.646  2.168
C  -0.228  -1.330  1.427
C  -2.709  -1.158  -3.716
C  1.845  4.455  -0.285
C  2.747  -2.189  7.227
C  -1.371  1.823  -2.589
C  -3.985  -0.378  -3.385
C  1.990  -2.727  4.492
B  2.165  2.945  -2.402
H  2.581  -2.004  8.287
H  2.383  3.770  0.374
H  2.522  -3.488  5.054
H  4.323  -1.923  5.764
H  -3.793  -0.935  -1.294
H  -3.596  0.807  -1.589
H  -5.117  -1.425  -4.929
H  4.287  -0.704  7.042
H  1.969  5.460  0.118
H  -0.757  -3.180  0.526
H  3.427  4.624  -1.753
H  -0.473  3.561  -2.616
H  -2.668  -2.033  -3.062
H  -3.972  0.571  -3.926
H  1.368  -0.045  -2.638
H  -1.107  -0.673  1.408
H  0.820  -2.582  0.085
H  0.786  4.205  -0.231
H  1.516  1.394  1.704
H  -6.121  -0.661  -3.688
H  -2.831  -1.557  -4.727
H  -5.241  -2.147  -3.328
H  -0.275  -1.893  2.365
H  0.002  0.163  -0.618
H  -5.187  0.076  -1.636
H  1.855  5.097  -2.349
H  1.211  0.468  3.188
H  4.882  -2.335  7.388
H  2.695  -2.216  3.835
H  -0.151  1.031  2.205
H  2.578  -3.253  7.055
H  -0.193  -2.117  -1.911
H  1.237  -3.197  3.865
H  -0.603  -1.227  -3.929
H  -1.803  -2.153  -1.224
H  1.139  1.749  -1.063
H  -1.332  0.197  -4.630
H  -1.742  0.158  -0.640
H  0.781  0.953  -3.975
H  3.925  2.888  -3.259